Formula: C40H112N6O19
Source: the OMol25 dataset
Level of theory: ωB97M-V/def2-TZVPD

Cartesian coordinates (Å):
C (-9.352, 15.801, -8.385)
O (-9.309, 17.185, -8.040)
C (-9.877, 18.163, -8.959)
C (-9.685, 18.024, -10.463)
N (-9.486, 19.324, -11.168)
C (-9.397, 19.192, -12.584)
C (-8.181, 18.435, -13.140)
O (-8.322, 18.390, -14.502)
C (-7.311, 17.539, -15.157)
H (-10.337, 15.428, -8.664)
H (-8.975, 15.234, -7.534)
H (-8.746, 15.630, -9.276)
H (-9.424, 19.051, -8.520)
H (-10.956, 18.109, -8.812)
H (-10.503, 17.393, -10.811)
H (-8.768, 17.450, -10.591)
H (-10.348, 19.850, -11.151)
H (-9.358, 20.217, -12.955)
H (-10.349, 18.748, -12.875)
H (-8.066, 17.453, -12.680)
H (-7.220, 18.936, -13.017)
H (-7.465, 16.493, -14.893)
H (-6.290, 17.721, -14.822)
H (-7.360, 17.480, -16.244)
C (-11.743, 24.580, -4.927)
O (-11.401, 25.577, -5.882)
C (-12.432, 25.884, -6.776)
C (-12.009, 27.079, -7.745)
N (-12.098, 28.431, -7.179)
C (-11.194, 28.541, -6.021)
C (-10.948, 29.999, -5.554)
O (-10.231, 30.732, -6.506)
C (-10.075, 32.119, -6.070)
H (-12.170, 23.724, -5.449)
H (-12.481, 24.856, -4.174)
H (-10.788, 24.289, -4.489)
H (-13.304, 26.266, -6.245)
H (-12.700, 24.969, -7.303)
H (-12.745, 27.097, -8.549)
H (-11.019, 26.877, -8.154)
H (-11.824, 29.167, -7.814)
H (-10.240, 28.063, -6.241)
H (-11.671, 28.069, -5.162)
H (-10.386, 30.033, -4.621)
H (-11.892, 30.469, -5.280)
H (-9.328, 32.655, -6.656)
H (-9.741, 32.241, -5.040)
H (-11.072, 32.555, -6.130)
C (-16.935, 31.006, -5.032)
O (-17.594, 29.992, -5.603)
C (-17.094, 28.708, -5.354)
C (-17.636, 27.693, -6.377)
N (-17.093, 27.913, -7.766)
C (-17.801, 28.914, -8.587)
C (-17.250, 28.948, -10.014)
O (-17.845, 29.971, -10.735)
C (-17.089, 30.526, -11.934)
H (-17.573, 31.890, -5.014)
H (-16.246, 31.365, -5.797)
H (-16.534, 30.933, -4.021)
H (-17.240, 28.396, -4.320)
H (-16.020, 28.801, -5.516)
H (-18.719, 27.719, -6.259)
H (-17.229, 26.742, -6.035)
H (-16.303, 28.494, -7.524)
H (-17.693, 29.944, -8.245)
H (-18.878, 28.778, -8.679)
H (-17.409, 27.976, -10.480)
H (-16.233, 29.338, -9.978)
H (-16.563, 29.719, -12.443)
H (-16.334, 31.261, -11.654)
H (-17.782, 30.969, -12.649)
C (-24.975, 25.335, -9.278)
O (-24.265, 24.320, -8.571)
C (-23.038, 23.864, -9.008)
C (-22.342, 23.078, -7.893)
N (-23.242, 21.951, -7.551)
C (-22.912, 21.440, -6.234)
C (-23.415, 22.200, -5.041)
O (-24.756, 22.013, -4.833)
C (-25.383, 22.622, -3.651)
H (-25.139, 24.928, -10.275)
H (-24.450, 26.278, -9.436)
H (-25.944, 25.557, -8.830)
H (-22.451, 24.756, -9.227)
H (-23.085, 23.348, -9.967)
H (-22.412, 23.842, -7.118)
H (-21.332, 22.804, -8.194)
H (-24.119, 22.450, -7.503)
H (-21.869, 21.129, -6.172)
H (-23.386, 20.459, -6.234)
H (-23.072, 23.226, -5.174)
H (-22.881, 21.768, -4.195)
H (-25.478, 23.707, -3.697)
H (-24.971, 22.246, -2.714)
H (-26.418, 22.284, -3.703)
C (-15.209, 16.180, -3.120)
O (-16.112, 16.691, -2.162)
C (-15.561, 17.678, -1.303)
C (-16.340, 18.125, -0.071)
N (-17.747, 18.139, -0.408)
C (-18.660, 18.136, 0.727)
C (-20.069, 18.194, 0.255)
O (-20.264, 17.145, -0.754)
C (-21.615, 17.100, -1.047)
H (-14.950, 16.981, -3.813)
H (-15.756, 15.450, -3.716)
H (-14.346, 15.756, -2.607)
H (-15.344, 18.584, -1.871)
H (-14.613, 17.345, -0.879)
H (-15.934, 19.064, 0.304)
H (-16.061, 17.481, 0.763)
H (-18.006, 17.443, -1.092)
H (-18.417, 18.950, 1.410)
H (-18.493, 17.241, 1.326)
H (-20.287, 19.173, -0.174)
H (-20.710, 18.157, 1.135)
H (-21.969, 17.996, -1.557)
H (-22.182, 16.850, -0.151)
H (-21.850, 16.307, -1.758)
C (-20.918, 12.945, 0.682)
O (-20.095, 12.267, -0.265)
C (-19.028, 13.076, -0.759)
C (-18.514, 12.390, -2.047)
N (-19.491, 12.254, -3.181)
C (-19.706, 13.618, -3.797)
C (-20.660, 13.580, -5.033)
O (-22.019, 13.269, -4.608)
C (-22.884, 13.276, -5.731)
H (-21.462, 12.196, 1.258)
H (-21.585, 13.681, 0.233)
H (-20.290, 13.490, 1.387)
H (-18.208, 13.223, -0.056)
H (-19.360, 14.088, -0.994)
H (-18.096, 11.422, -1.771)
H (-17.706, 13.002, -2.447)
H (-20.396, 11.929, -2.872)
H (-18.736, 14.032, -4.076)
H (-20.220, 14.334, -3.156)
H (-20.323, 12.791, -5.705)
H (-20.549, 14.550, -5.516)
H (-22.877, 14.186, -6.332)
H (-23.933, 13.168, -5.456)
H (-22.518, 12.630, -6.529)
O (-13.306, 22.514, -11.554)
H (-13.335, 22.771, -12.476)
H (-14.133, 22.830, -11.191)
O (-14.872, 18.419, -12.298)
H (-14.973, 19.151, -11.690)
H (-14.645, 18.830, -13.132)
O (-16.638, 23.759, -9.532)
H (-16.851, 23.131, -8.842)
H (-16.740, 24.615, -9.117)
O (-17.821, 21.959, -13.015)
H (-17.100, 22.253, -13.573)
H (-17.648, 22.366, -12.166)
O (-19.156, 18.288, -12.467)
H (-18.442, 17.735, -12.785)
H (-18.917, 19.172, -12.746)
C (-18.935, 23.903, -1.287)
C (-17.451, 23.374, -1.329)
O (-17.484, 22.267, -2.195)
H (-19.591, 23.221, -0.746)
H (-19.239, 24.089, -2.317)
H (-18.960, 24.803, -0.674)
H (-17.217, 23.044, -0.317)
H (-16.717, 24.117, -1.642)
H (-17.732, 21.450, -1.757)
C (-17.443, 18.853, -7.532)
C (-16.388, 19.818, -6.951)
O (-17.123, 20.939, -6.645)
H (-18.201, 18.573, -6.800)
H (-16.973, 17.937, -7.890)
H (-17.928, 19.279, -8.410)
H (-15.679, 20.030, -7.751)
H (-15.828, 19.419, -6.104)
H (-17.228, 20.922, -5.691)

Its orbital gap is 8.6 eV. As for the spin multiplicity: 1. The value obtained for the max |F| is 3.7 eV Å⁻¹. The electronic energy comes out at -91125.6980 eV. As for the LUMO energy: -0.04 eV.

Here are the Löwdin charges for atoms 1 to 5, given in e: C -0.1146; O -0.2064; C -0.1897; C -0.2050; N -0.0654